No. 1
ORCA calculation (ωB97M-V with the def2-TZVPD basis set) on a cluster of 11 separate species, C22H19Cl40N3PS in total.

Summary:
frontier orbital gap	8.43	eV
charge	+1
M	1806.58	g mol⁻¹

Geometry as XYZ:
```
86
C22H19Cl40N3PS | the OMol25 dataset | ωB97M-V with the def2-TZVPD basis set
C 5.3039 -0.1840 -1.1175
C -1.6740 1.4375 0.9322
Cl -1.4185 -3.4069 3.8871
C 1.3601 6.2842 0.1736
Cl -6.9023 -3.1005 6.1014
C 1.4833 -0.5039 -0.9438
H 0.0926 -3.6502 -2.4792
Cl -3.8760 -4.8943 4.2532
Cl 5.4936 0.6721 3.1293
H 1.3270 -0.4773 1.0555
Cl -10.9197 2.4624 0.7261
Cl 3.4518 4.7311 7.3615
H 5.3116 -2.0178 0.8449
C 5.3831 -3.0064 0.3334
Cl -5.6690 -0.5792 -4.2490
C 5.1276 -2.8391 -1.1989
N 1.8048 0.0710 0.3299
H 0.2434 -1.6234 -3.5150
H 5.8689 -0.4236 -0.1846
Cl 0.7645 5.5782 1.6874
Cl -12.0196 0.9332 -1.4763
Cl 0.9907 3.2535 7.7253
C 1.6871 4.8128 7.2495
Cl -3.0787 0.5901 -4.7839
Cl -6.9250 -2.1725 8.8428
C -6.4639 -3.5061 7.7716
Cl 1.2297 5.1796 5.5777
N 0.8428 -1.6796 -0.9682
Cl -7.3144 -4.9801 8.2629
Cl -1.1745 0.0211 1.8833
Cl 3.5053 2.7789 2.9410
Cl -1.4630 1.0909 -0.7928
Cl -3.6219 -2.1495 -5.5609
H 4.6558 -5.0731 -3.9491
Cl 1.0812 6.0829 8.3232
C -11.8235 2.5604 -0.7970
Cl 0.2385 7.5375 -0.3740
Cl -0.6784 2.8311 1.3791
Cl -3.8087 -2.0574 4.8087
H 5.9115 0.4825 -1.7860
C 4.8182 -1.5618 -3.3253
Cl 0.0072 -0.8183 -6.0687
C 4.9542 -4.0682 -1.9682
C 4.0129 0.6408 -0.6868
Cl 2.4203 0.0347 -7.4206
H 2.0045 -0.4296 -2.8806
C 4.7380 -4.1025 -3.4204
C -6.9088 1.7570 -0.8463
H 4.7846 -0.5885 -3.8630
S -2.0559 -2.0353 -1.9673
H 6.3810 -3.4463 0.5771
C 1.7080 -1.2092 -6.3848
Cl 2.6010 -1.2745 -4.8409
C 3.0519 1.0748 -1.8496
H 4.6029 -3.6899 0.7707
Cl -5.4664 1.2250 -1.7300
C 4.6421 -2.8428 -4.1241
P -0.1623 -2.2532 -2.3044
Cl 6.1343 3.3529 4.0081
C -4.3189 -0.5281 -5.3911
C 4.8523 2.1381 3.9045
H 5.0352 -5.0400 -1.4210
H 3.6410 0.2573 1.4511
Cl 1.8174 -2.7839 -7.1838
H 3.4560 -1.2476 0.3847
Cl -13.4183 3.2674 -0.4917
Cl -10.9366 3.5771 -1.9464
Cl -8.3263 0.8880 -1.4543
Cl -7.1358 3.4977 -1.0821
Cl 1.4778 5.0140 -1.0617
C 5.0680 -1.5250 -1.8864
H 0.9776 -2.3040 -0.1722
H 2.7568 2.1532 -1.7420
Cl 4.2818 1.7407 5.5313
N 1.8905 0.1750 -2.0691
H 4.4026 1.5966 -0.2327
Cl -3.3739 1.7903 1.2580
C 3.2976 -0.1421 0.4600
Cl -4.8964 0.0337 -6.9676
Cl -6.7053 1.4176 0.8832
H 4.4837 -2.7346 -5.2171
H 3.6671 1.0423 -2.7932
Cl -4.7142 -3.7714 7.8789
Cl -3.6447 -2.9996 2.0797
C -3.1894 -3.3399 3.7576
Cl 2.9586 6.9962 0.4439
```



No. 2
ORCA calculation (ωB97M-V with the def2-TZVPD basis set) on an isolated molecule of C22H19ClN2O4.

Summary:
frontier orbital gap	8.34	eV
charge	0
M	410.86	g mol⁻¹
SMILES string	COc1ccc(C(=O)C[C@@H](Nc2ccc([N+](=O)[O-])cc2)c2ccc(Cl)cc2)cc1

Geometry as XYZ:
```
48
C22H19ClN2O4 | the OMol25 dataset | ωB97M-V with the def2-TZVPD basis set
C -0.4360 3.1578 -1.5617
H -1.0559 -5.2177 -1.1384
H -0.1529 -0.6821 0.8532
H 1.4168 -2.0368 -0.0948
C 2.7134 0.9558 0.8437
H 0.5273 1.5607 2.5462
H -1.8886 -1.8528 1.9924
C 4.0002 0.7818 0.3962
C -0.4751 4.4611 -1.0944
H -0.1573 3.8860 2.2067
H -2.1579 -5.8802 -2.3689
C -2.4315 -2.8741 -1.1775
C -2.1012 -2.9246 0.1761
C 2.1504 -1.2550 0.0417
H -3.0690 -1.6240 -2.7844
N 5.7060 -0.5869 -0.6846
C -0.1983 2.3659 0.6992
C -0.0960 1.2320 1.7024
C -0.3743 4.7289 0.2615
C 1.7615 -0.0642 0.6828
C 4.3709 -0.4090 -0.2260
H -0.5156 2.9595 -2.6187
H 2.4338 1.8863 1.3095
H -1.4414 0.0291 2.8967
H 4.7394 1.5590 0.5144
H -2.7697 -5.5300 -0.7345
C -1.4999 0.9118 2.2614
C -2.8373 -0.5100 -0.9701
C -2.4997 0.7333 1.1288
H -0.2722 1.1027 -1.0336
H -1.8324 1.7614 2.8590
O 6.4974 0.3219 -0.5090
C 3.4343 -1.4279 -0.4052
C -2.0815 -5.2035 -1.5199
H -3.1318 0.4373 -1.3954
H -1.8366 -3.8582 0.6469
C -2.1183 -1.7714 0.9398
C -2.8040 -1.6463 -1.7397
H -0.4065 5.7469 0.6159
C -2.4735 -0.5439 0.3816
H 3.7409 -2.3382 -0.8970
Cl -0.6484 5.7648 -2.2121
N 0.4927 0.0346 1.1528
C -0.2352 3.6791 1.1491
O -2.4311 -3.9313 -2.0161
O 5.9876 -1.6411 -1.2270
C -0.3002 2.1167 -0.6624
O -3.2431 1.6347 0.8134
```



No. 3
ORCA calculation (ωB97M-V with the def2-TZVPD basis set) on a structure of composition C22H19F10N4O6ReS.

Summary:
frontier orbital gap (alpha / beta)	7.84 / 6.93	eV
multiplicity	4
charge	+1
M	843.67	g mol⁻¹
<S²>	3.768

Geometry as XYZ:
```
63
C22H19F10N4O6ReS | the OMol25 dataset | ωB97M-V with the def2-TZVPD basis set
C -0.4073 1.5872 -0.9452
C 3.0865 3.1327 -2.7511
H 4.1645 3.4968 -0.9113
C -0.1606 -1.1156 5.4896
H -3.9869 5.0811 -2.7554
C 4.3451 1.0935 -0.2703
C -0.2123 -2.8036 3.7738
N 3.0857 1.7561 -0.6582
H -4.7135 2.8218 -2.0754
H 4.3030 -0.4846 -1.7589
H -2.8236 -2.6596 4.0883
C -1.3991 2.5512 -1.4387
F -0.1003 -2.6647 -4.4410
F -4.3094 -1.1195 5.5564
C -3.2598 4.3699 -2.3863
H 4.1567 0.4601 0.5947
C -3.6713 3.1000 -2.0028
F 1.3029 -3.6633 -2.4071
C -0.1654 -2.2005 2.4075
H 0.8258 -2.8835 4.1084
C -1.9219 4.7337 -2.3004
H 2.4271 3.7391 -0.7822
N -0.8977 -0.3072 6.3223
H 3.9165 2.6067 -3.2198
F -2.1717 -2.6799 -0.1994
C -0.9901 3.8270 -1.8299
F -1.9950 -3.6968 -4.2278
H 2.1528 2.6789 -3.0789
F -2.5205 -4.5194 -1.3126
O 0.2539 -2.8533 1.3954
H -1.6086 5.7242 -2.6003
H 0.0541 4.0957 -1.7586
C -2.7443 2.1899 -1.5278
C 4.9691 0.3045 -1.4101
N 0.8544 1.9115 -0.9649
O -2.8158 0.5873 7.1616
F -1.8768 -1.5537 -3.9384
H -0.6235 -3.8118 3.7088
Re -0.2146 -1.2378 0.1234
O 1.0474 -1.0758 5.4213
O -0.4599 -1.7284 -1.7518
C -2.2893 -0.1977 6.4218
C 0.0889 -4.0765 -2.0595
O -0.5328 -1.0008 2.1717
H 5.2116 0.9497 -2.2529
H -3.0578 1.1993 -1.2324
H -0.3622 0.3227 6.9052
H 3.1037 4.1647 -3.1015
C -2.3106 -1.9622 4.7365
F -0.2313 -5.1476 -2.7718
C -0.9407 -2.9225 -2.2381
N -0.9200 -1.9863 4.7191
C 1.8994 1.1879 -0.5617
H 5.8926 -0.1586 -1.0644
C -1.2390 -2.7049 -3.7535
C -2.2770 -3.2381 -1.4836
H 5.0114 1.8846 0.0678
C 3.1967 3.1201 -1.2354
O -0.9042 0.4567 -0.5268
C -2.9818 -1.1350 5.5303
S 1.9341 -0.4698 0.0729
F 0.1373 -4.4226 -0.7632
F -3.3244 -2.6528 -2.0273
```



No. 4
ORCA calculation (ωB97M-V with the def2-TZVPD basis set) on a cluster of 2 separate species, C22H19FN in total.

Summary:
frontier orbital gap	5.32	eV
charge	+1
M	316.40	g mol⁻¹

Geometry as XYZ:
```
43
C22H19FN | the OMol25 dataset | ωB97M-V with the def2-TZVPD basis set
H 0.6710 -0.3278 1.0615
H -1.3175 -0.5045 -2.5296
C 3.2428 -0.3616 -1.8352
H 2.8544 0.2766 -2.6330
C -2.9721 2.0518 1.0746
H 2.1643 -2.5037 0.6366
H -3.4905 -1.6170 -2.0609
H -3.4218 4.1491 1.1829
C -2.6165 3.4157 1.1015
H 0.5907 -3.0650 0.3922
H 5.2970 0.1244 -2.2111
H 6.1684 -1.3598 -0.3719
H 0.7254 0.1575 -1.7662
C -0.3056 2.8401 0.9322
C -4.4081 1.6227 1.1180
C 0.6060 0.7384 0.8743
C 4.1837 -1.9960 0.1787
H -4.6554 0.9793 0.2595
C 1.6338 1.6791 0.8877
H -1.5757 -4.0514 0.9568
C 2.3044 -1.0750 -1.0328
H -5.0704 2.4958 1.1021
C -2.6894 -2.8700 -0.4832
C -1.3923 -1.2750 -1.7594
C -0.2976 -2.6946 -0.1075
H 2.7054 1.5205 0.8455
C 4.6048 -0.4528 -1.5985
H 1.6036 3.8051 0.9423
C -0.6354 1.4536 0.9312
C -2.6035 -1.8939 -1.4892
H -2.2209 0.0064 1.0039
F 4.6582 -2.8187 1.1746
H -4.6256 1.0421 2.0271
C -0.2117 -1.6170 -1.0320
H -3.6444 -3.3467 -0.2551
N 1.0797 2.9376 0.9112
C 5.1033 -1.2649 -0.5676
H -0.9924 4.8724 1.1037
C 0.9198 -0.7537 -1.1875
C -1.9741 1.0686 1.0093
C 2.8124 -1.9397 -0.0254
C -1.2784 3.8241 1.0476
C -1.5301 -3.2721 0.1908
```



Please write out number 2 again, unchanged.
ORCA calculation (ωB97M-V with the def2-TZVPD basis set) on an isolated molecule of C22H19ClN2O4.

Summary:
frontier orbital gap	8.34	eV
charge	0
M	410.86	g mol⁻¹
SMILES string	COc1ccc(C(=O)C[C@@H](Nc2ccc([N+](=O)[O-])cc2)c2ccc(Cl)cc2)cc1

Geometry as XYZ:
```
48
C22H19ClN2O4 | the OMol25 dataset | ωB97M-V with the def2-TZVPD basis set
C -0.4360 3.1578 -1.5617
H -1.0559 -5.2177 -1.1384
H -0.1529 -0.6821 0.8532
H 1.4168 -2.0368 -0.0948
C 2.7134 0.9558 0.8437
H 0.5273 1.5607 2.5462
H -1.8886 -1.8528 1.9924
C 4.0002 0.7818 0.3962
C -0.4751 4.4611 -1.0944
H -0.1573 3.8860 2.2067
H -2.1579 -5.8802 -2.3689
C -2.4315 -2.8741 -1.1775
C -2.1012 -2.9246 0.1761
C 2.1504 -1.2550 0.0417
H -3.0690 -1.6240 -2.7844
N 5.7060 -0.5869 -0.6846
C -0.1983 2.3659 0.6992
C -0.0960 1.2320 1.7024
C -0.3743 4.7289 0.2615
C 1.7615 -0.0642 0.6828
C 4.3709 -0.4090 -0.2260
H -0.5156 2.9595 -2.6187
H 2.4338 1.8863 1.3095
H -1.4414 0.0291 2.8967
H 4.7394 1.5590 0.5144
H -2.7697 -5.5300 -0.7345
C -1.4999 0.9118 2.2614
C -2.8373 -0.5100 -0.9701
C -2.4997 0.7333 1.1288
H -0.2722 1.1027 -1.0336
H -1.8324 1.7614 2.8590
O 6.4974 0.3219 -0.5090
C 3.4343 -1.4279 -0.4052
C -2.0815 -5.2035 -1.5199
H -3.1318 0.4373 -1.3954
H -1.8366 -3.8582 0.6469
C -2.1183 -1.7714 0.9398
C -2.8040 -1.6463 -1.7397
H -0.4065 5.7469 0.6159
C -2.4735 -0.5439 0.3816
H 3.7409 -2.3382 -0.8970
Cl -0.6484 5.7648 -2.2121
N 0.4927 0.0346 1.1528
C -0.2352 3.6791 1.1491
O -2.4311 -3.9313 -2.0161
O 5.9876 -1.6411 -1.2270
C -0.3002 2.1167 -0.6624
O -3.2431 1.6347 0.8134
```